[1]
{"formula": "C11H39N15O10S", "method": "ωB97M-V/def2-TZVPD", "lumo_ev": 0.432, "homo_lumo_gap_ev": 9.5, "elements": ["C", "C", "C", "C", "N", "O", "S", "O", "O", "H", "H", "H", "H", "H", "H", "H", "H", "H", "H", "H", "C", "O", "N", "N", "H", "H", "H", "H", "C", "O", "N", "N", "H", "H", "H", "H", "C", "O", "N", "N", "H", "H", "H", "H", "C", "O", "N", "N", "H", "H", "H", "H", "C", "O", "N", "N", "H", "H", "H", "H", "C", "O", "N", "N", "H", "H", "H", "H", "C", "O", "N", "N", "H", "H", "H", "H"], "positions_angstrom": [[-3.73832, 0.07649, -0.93454], [-2.78826, -0.85041, -0.15874], [-1.30532, -0.68287, -0.53623], [-0.69538, -1.92690, -1.18052], [0.44381, -1.50189, -1.99285], [0.88531, -2.55554, -2.87547], [0.42936, -2.59711, -4.44577], [0.34545, -3.99259, -4.78459], [-1.08812, -2.04791, -4.18398], [-4.24121, -0.45134, -1.74800], [-4.52133, 0.49549, -0.30269], [-3.20356, 0.92348, -1.36764], [-2.88464, -0.67567, 0.90934], [-3.07861, -1.88682, -0.34095], [-0.74082, -0.43229, 0.36053], [-1.19069, 0.16391, -1.22174], [-0.31890, -2.59637, -0.40795], [-1.43704, -2.47213, -1.76163], [0.21173, -0.69213, -2.56041], [-1.63151, -2.39325, -4.91234], [-3.02068, 2.05144, 2.42690], [-2.16116, 1.18234, 2.41426], [-2.72355, 3.38389, 2.49284], [-4.35218, 1.76346, 2.36655], [-3.41871, 4.11204, 2.49494], [-1.75410, 3.63200, 2.53860], [-4.61195, 0.79982, 2.28026], [-5.06134, 2.47044, 2.30868], [-4.60259, 6.58282, 4.12934], [-4.38963, 5.80328, 3.21351], [-5.56303, 7.54861, 4.04989], [-3.89646, 6.53758, 5.29546], [-5.75842, 8.19428, 4.79044], [-6.10047, 7.59261, 3.20475], [-3.19809, 5.82266, 5.38040], [-4.05747, 7.16072, 6.06309], [3.99038, 0.64059, -4.73962], [4.40625, 1.59053, -5.38065], [2.65340, 0.49063, -4.44608], [4.77623, -0.35340, -4.25018], [2.30930, -0.29049, -3.92111], [2.01882, 1.18943, -4.78003], [5.76767, -0.32716, -4.39566], [4.42319, -1.12427, -3.71539], [-5.02758, 3.66636, -1.03633], [-5.61189, 3.03788, -0.17308], [-4.27777, 4.77514, -0.75244], [-5.06856, 3.30528, -2.35646], [-3.77467, 5.29343, -1.44622], [-4.21091, 5.04894, 0.21086], [-5.59502, 2.48416, -2.58747], [-4.58440, 3.80006, -3.08019], [-0.42784, -4.70289, 1.93957], [-1.25154, -3.83246, 1.73415], [-0.18203, -5.70853, 1.04221], [0.32536, -4.74115, 3.08348], [0.50049, -6.42668, 1.18851], [-0.70790, -5.69716, 0.18870], [0.17212, -4.00918, 3.75107], [1.01353, -5.44423, 3.27007], [6.17255, -3.06066, -1.80496], [6.27834, -2.34209, -2.79191], [4.97677, -3.43577, -1.27842], [7.27199, -3.54082, -1.15117], [4.91100, -3.96195, -0.42714], [4.13671, -3.09853, -1.70873], [8.16872, -3.28099, -1.51415], [7.20848, -4.08460, -0.31104], [6.55071, -2.14480, 2.29923], [5.93181, -2.95370, 1.62726], [6.75145, -2.30788, 3.64163], [7.08548, -1.01643, 1.74962], [7.24880, -1.64859, 4.20853], [6.35785, -3.12474, 4.06824], [6.94156, -0.87687, 0.76588], [7.58904, -0.32855, 2.27568]], "forces_ev_per_angstrom": [[-0.1, 0.0, 0.0], [0.0, 0.0, -0.2], [0.1, -0.1, 0.1], [0.0, 0.0, 0.0], [0.4, 0.2, 0.1], [0.0, -0.2, 0.1], [0.2, 0.2, 0.0], [0.0, -0.1, 0.1], [-0.3, -0.1, -0.2], [0.1, 0.0, -0.1], [0.0, 0.0, 0.0], [0.0, 0.0, 0.0], [0.0, 0.0, 0.0], [0.0, 0.0, 0.1], [0.1, 0.1, 0.0], [-0.1, 0.0, 0.0], [0.0, -0.1, 0.0], [-0.1, 0.1, -0.2], [-0.2, -0.1, -0.1], [0.0, 0.1, 0.2], [-0.1, 0.0, -0.2], [0.1, 0.0, 0.1], [0.0, 0.0, -0.1], [0.0, 0.0, 0.4], [0.0, 0.0, 0.2], [0.0, 0.0, 0.0], [0.0, 0.0, 0.0], [0.0, 0.0, -0.2], [0.0, 0.0, 0.1], [0.0, 0.0, -0.2], [0.1, 0.0, 0.0], [0.0, 0.0, -0.1], [0.0, 0.0, 0.0], [0.0, 0.0, 0.0], [0.0, 0.0, 0.0], [0.0, 0.0, 0.0], [-0.1, -0.1, 0.1], [0.0, 0.0, 0.0], [0.0, 0.0, 0.0], [0.0, 0.0, -0.1], [0.0, 0.0, 0.0], [0.0, 0.0, 0.0], [0.0, 0.1, 0.0], [0.1, 0.0, 0.0], [0.2, 0.0, 0.0], [-0.2, 0.0, 0.1], [-0.1, 0.0, 0.0], [-0.1, 0.0, 0.0], [0.0, 0.0, 0.0], [0.0, 0.0, 0.0], [0.0, 0.0, 0.0], [0.0, 0.0, 0.0], [0.1, 0.0, 0.0], [-0.1, 0.0, -0.1], [0.0, 0.0, 0.0], [-0.1, 0.0, 0.0], [0.0, 0.0, 0.0], [0.0, 0.0, 0.0], [0.0, 0.0, 0.0], [0.0, 0.0, 0.0], [0.1, 0.1, 0.1], [-0.2, 0.0, 0.0], [0.0, -0.2, -0.2], [0.0, -0.1, -0.1], [0.0, 0.2, 0.1], [0.0, 0.0, 0.0], [0.0, 0.0, 0.0], [0.0, 0.1, 0.1], [0.0, 0.2, -0.1], [0.0, -0.3, 0.1], [0.0, 0.0, -0.1], [0.0, -0.1, 0.0], [0.0, 0.0, 0.0], [0.0, 0.0, 0.0], [0.0, 0.0, 0.0], [0.0, 0.0, 0.0]]}



[2]
{"formula": "C11H3BF5MoN3S3", "method": "ωB97M-V/def2-TZVPD", "lumo_ev": -1.513, "homo_lumo_gap_ev": 6.9, "elements": ["Mo", "F", "C", "C", "F", "C", "F", "C", "S", "C", "F", "C", "F", "S", "C", "C", "N", "C", "S", "C", "N", "B", "C", "N", "H", "H", "H"], "positions_angstrom": [[0.11376, 0.30537, -0.02647], [3.20234, 1.52965, 0.64174], [2.41503, 0.47819, 0.61672], [1.57281, 0.19872, 1.70460], [1.66369, 0.92980, 2.79896], [0.76601, -0.97219, 1.66430], [0.09120, -1.29893, 2.75877], [0.76851, -1.86239, 0.54665], [-0.55308, -3.08220, 0.46372], [1.55453, -1.51496, -0.53845], [1.60381, -2.26498, -1.62264], [2.32544, -0.30067, -0.54163], [3.06771, -0.00324, -1.60030], [-3.41160, 1.16120, -0.48134], [-2.00625, 0.54374, 0.39442], [-1.58264, -0.79646, 0.48573], [-1.83290, -2.00589, 0.73056], [-1.17118, 1.47021, 1.19817], [-0.41615, 2.73621, 0.29387], [-1.24049, 1.44866, 2.63321], [-1.29854, 1.45294, 3.78128], [-0.48006, 0.09102, -2.84933], [-1.91243, 0.56156, -2.57972], [-2.88596, 0.93645, -2.06514], [0.00333, 0.82854, -1.87265], [-0.42752, -1.09792, -2.72419], [0.07062, 0.52759, -3.81084]], "forces_ev_per_angstrom": [[0.2, 0.4, 0.1], [0.0, 0.0, 0.0], [0.0, 0.0, 0.0], [0.1, 0.1, 0.1], [0.0, 0.0, 0.0], [-0.1, 0.0, 0.0], [0.0, 0.0, 0.0], [-0.1, -0.1, 0.1], [0.2, 0.0, 0.0], [-0.1, 0.0, -0.3], [0.1, 0.0, 0.0], [0.0, -0.1, -0.1], [0.0, 0.0, 0.0], [-0.1, 0.0, -0.1], [0.0, 0.0, 0.5], [0.0, -0.1, 0.2], [-0.2, 0.1, -0.1], [-0.4, 0.0, 0.0], [0.0, -0.1, -0.1], [0.2, 0.0, 0.0], [-0.1, 0.0, 0.0], [0.4, -0.1, 0.3], [-0.3, 0.2, -0.1], [0.1, -0.1, -0.1], [0.1, -0.3, -0.4], [0.0, 0.0, 0.0], [0.0, 0.2, 0.0]]}



[3]
{"formula": "C11H40F2HgNO13S2", "method": "ωB97M-V/def2-TZVPD", "lumo_ev": -8.456, "homo_lumo_gap_ev": 3.3, "total_charge": 1, "elements": ["Hg", "N", "S", "O", "O", "F", "S", "O", "O", "F", "C", "O", "H", "H", "H", "H", "C", "O", "H", "H", "H", "H", "C", "O", "H", "H", "H", "H", "O", "H", "H", "O", "H", "H", "C", "C", "O", "H", "H", "H", "H", "H", "H", "C", "C", "O", "H", "H", "H", "H", "H", "H", "C", "C", "O", "H", "H", "H", "H", "H", "H", "C", "C", "O", "H", "H", "H", "H", "H", "H"], "positions_angstrom": [[1.67332, -1.51903, 2.97556], [0.63411, -0.01824, 1.74436], [0.44655, 1.47758, 1.87176], [-0.87652, 2.15304, 1.76193], [1.65932, 2.28741, 1.50345], [0.64749, 1.52281, 3.47871], [-0.11358, -0.00449, 0.20801], [0.73284, 0.53038, -0.85658], [-1.63480, 0.09652, 0.20520], [0.21125, -1.52540, -0.14766], [4.52366, 0.78152, -0.17489], [5.31250, -0.24298, 0.36023], [3.49515, 0.81154, 0.18480], [5.09132, 1.70266, -0.04310], [4.45432, 0.48462, -1.22138], [5.77950, 0.19782, 1.07383], [4.08003, 4.58714, 2.68991], [4.05238, 3.16656, 2.61936], [4.81205, 5.09683, 3.31639], [4.32465, 4.84571, 1.65967], [3.05074, 4.84945, 2.93453], [3.28499, 2.89680, 2.10952], [2.16988, -1.28878, -3.26127], [3.10420, -1.64604, -4.30098], [2.39671, -1.55166, -2.22805], [2.07611, -0.21749, -3.08340], [1.17728, -1.67899, -3.48619], [2.74839, -2.48746, -4.59593], [-0.01917, -0.94858, 4.56822], [-0.65401, -0.37080, 4.14469], [0.05445, -0.61093, 5.46088], [0.22245, -3.18098, 1.93688], [0.31579, -3.73255, 1.16016], [-0.70757, -3.23251, 2.15745], [1.96606, 3.14011, -2.32827], [1.15718, 4.28483, -1.85911], [0.45017, 4.77972, -2.95344], [2.73018, 3.46421, -3.03480], [1.33246, 2.33125, -2.69212], [2.56638, 2.75248, -1.50520], [1.63431, 5.01292, -1.20312], [0.43335, 3.92252, -1.12910], [1.01063, 5.06357, -3.67934], [-3.88881, -1.06789, -1.39670], [-4.49937, -1.63407, -2.63804], [-4.52893, -0.66283, -3.60270], [-3.78457, -1.76470, -0.56502], [-4.43237, -0.28929, -0.86151], [-2.87867, -0.69676, -1.56984], [-5.51943, -1.83401, -2.31000], [-4.03772, -2.58125, -2.91701], [-5.16358, 0.01333, -3.35444], [-4.55310, 0.04133, 2.32879], [-3.89987, 0.39929, 3.70781], [-2.51668, 0.17020, 3.43781], [-5.61389, 0.27745, 2.24471], [-4.35279, -1.00227, 2.08617], [-4.03372, 0.67695, 1.61160], [-4.47902, -0.20801, 4.40342], [-4.12609, 1.41758, 4.02404], [-2.28115, 0.85988, 2.81293], [-0.44433, -4.30586, -2.38190], [-1.34195, -4.29242, -1.15397], [-0.60668, -4.78999, -0.02347], [-0.96444, -3.78744, -3.18740], [-0.01849, -5.29245, -2.56463], [0.45337, -3.73345, -2.14831], [-2.22150, -4.89487, -1.38101], [-1.54312, -3.25523, -0.88585], [-0.52964, -5.74631, -0.05706]], "forces_ev_per_angstrom": [[-1.7, -0.1, -0.3], [-1.7, -2.6, -2.7], [2.9, 12.1, 5.2], [3.1, -2.7, -0.5], [-3.8, -2.8, -0.1], [-0.2, -0.5, -0.2], [-3.5, -3.7, -6.2], [-1.8, 0.8, 2.8], [6.0, -0.4, 0.6], [-0.7, -0.2, 1.1], [0.1, -0.2, -1.5], [0.2, -0.7, 1.5], [0.0, 0.3, 0.5], [-0.7, 0.4, -0.3], [-0.1, 0.7, -0.3], [0.3, -0.5, 0.2], [-1.0, -0.3, -1.7], [1.3, -1.0, 1.2], [0.0, -0.9, 0.4], [-0.2, 1.0, 0.0], [0.2, 0.9, 0.1], [0.0, 0.3, 0.0], [-0.3, 0.6, 0.1], [-0.9, 0.2, 1.3], [0.7, -1.1, 0.0], [0.1, 0.3, -1.0], [-0.1, 0.1, 0.0], [0.4, -0.1, -0.4], [1.1, -1.1, -0.2], [-1.2, 0.6, -0.6], [0.3, 0.1, 0.5], [1.0, 1.0, 1.6], [0.0, -0.8, -1.2], [-0.4, 0.1, 0.3], [1.6, -0.6, 0.8], [-0.8, -0.4, 0.7], [-1.2, 1.0, -0.2], [-0.2, -0.1, -0.5], [0.1, 0.2, -0.3], [0.0, -0.3, 0.3], [0.8, 0.5, -0.7], [-0.6, -0.3, -0.3], [0.3, -0.1, 0.2], [1.5, -0.1, 1.6], [-1.4, 0.0, 2.4], [0.4, 0.6, -2.0], [0.1, -0.7, -0.2], [-0.4, 0.4, -0.7], [-0.1, 0.1, -0.2], [-0.4, -0.8, -0.4], [0.1, 0.3, -0.6], [0.0, 0.0, 0.0], [0.3, 1.2, 0.5], [-2.1, -0.4, -2.2], [0.7, -0.4, 1.7], [0.0, -0.2, 0.2], [-0.1, 0.1, 0.1], [-0.1, -0.1, -0.4], [1.4, -0.6, 0.7], [0.4, 0.2, -0.2], [0.1, 0.2, -0.3], [0.5, 0.6, 0.8], [1.1, 0.0, -0.6], [-0.1, 0.0, 0.6], [0.2, -0.6, -0.4], [-0.7, -0.2, -0.6], [0.0, 0.4, 0.0], [-0.3, 0.2, 0.5], [-0.6, -0.2, -0.1], [0.0, -0.1, -0.1]]}



What is the formula in the first record? C11H39N15O10S